Entry 1:
{
  "formula": "C24H59ClNO22PS7",
  "method": "ωB97M-V/def2-TZVPD",
  "lumo_ev": 0.18,
  "e_homo_ev": -10.323,
  "smiles": "[H]/N=C\\C[C@@H]1C[C@H](Cl)[C@H]([PH2]=O)OS1(=O)=O.CCOS(C)(=O)=O.CCOS(C)(=O)=O.CCOS(C)(=O)=O.CCOS(C)(=O)=O.CCOS(C)(=O)=O.CCOS(C)(=O)=O",
  "spin_multiplicity": 1,
  "elements": ["Cl", "S", "S", "S", "S", "S", "S", "S", "P", "O", "O", "O", "O", "O", "O", "O", "O", "O", "O", "O", "O", "O", "O", "O", "O", "O", "O", "O", "O", "O", "O", "N", "C", "C", "C", "C", "C", "C", "C", "C", "C", "C", "C", "C", "C", "C", "C", "C", "C", "C", "C", "C", "C", "C", "C", "C", "H", "H", "H", "H", "H", "H", "H", "H", "H", "H", "H", "H", "H", "H", "H", "H", "H", "H", "H", "H", "H", "H", "H", "H", "H", "H", "H", "H", "H", "H", "H", "H", "H", "H", "H", "H", "H", "H", "H", "H", "H", "H", "H", "H", "H", "H", "H", "H", "H", "H", "H", "H", "H", "H", "H", "H", "H", "H", "H"],
  "positions_angstrom": [[-3.60, -4.51, 0.07], [-1.54, -6.14, -3.06], [-4.29, -1.76, 6.37], [7.14, 8.37, -4.06], [2.16, 8.52, -0.41], [-5.76, -8.47, 3.61], [-0.62, -0.80, 1.85], [2.74, 2.75, -3.69], [-2.96, -2.29, -2.35], [8.03, 7.87, -3.05], [3.42, 3.97, -4.03], [0.51, -1.68, 1.83], [-2.48, -4.86, -2.87], [3.22, 7.60, -0.15], [1.54, 8.52, -1.70], [-3.41, -2.37, 7.32], [2.78, 2.30, -2.34], [-2.37, -7.28, -2.81], [7.20, 7.81, -5.38], [-0.15, 0.63, 2.34], [-4.22, -2.16, 4.99], [-5.14, -9.22, 2.36], [3.25, 1.60, -4.65], [-1.41, -0.67, 0.66], [-5.79, -1.89, 6.86], [5.65, 8.32, -3.54], [-2.97, -1.84, -3.75], [-7.19, -8.50, 3.51], [2.67, 9.99, -0.07], [-5.10, -7.21, 3.79], [-0.83, -6.04, -4.30], [2.75, -6.45, -1.02], [-4.99, -7.56, 0.56], [-6.47, -3.16, 6.62], [5.29, 0.69, -3.61], [-4.17, -0.01, 6.49], [-1.18, -5.61, -0.45], [1.00, 1.21, 1.66], [4.94, 7.05, -3.64], [-0.39, -5.95, -1.71], [7.30, 10.12, -4.15], [-5.22, -9.59, 4.85], [4.69, 1.43, -4.79], [1.94, -6.93, -1.86], [1.08, 2.80, -4.25], [0.64, 1.79, 0.31], [-6.07, -4.22, 7.62], [-1.99, -3.81, -2.03], [0.93, 8.41, 0.83], [5.31, 6.08, -2.54], [-1.95, -4.27, -0.57], [3.82, 10.79, -2.10], [-5.62, -8.84, 1.04], [0.48, -7.22, -1.60], [-1.67, -1.19, 3.20], [3.94, 10.39, -0.64], [4.77, 11.21, -2.43], [2.31, -7.14, -2.86], [-3.15, 0.25, 6.22], [4.80, 0.87, -5.71], [0.63, 1.82, -4.12], [-3.90, -7.61, 0.64], [-5.04, -4.52, 7.50], [0.56, 3.54, -3.64], [3.89, 7.33, -3.57], [5.21, 6.56, -1.57], [5.25, 1.29, -2.70], [-6.71, -5.09, 7.49], [-2.44, -0.43, 3.27], [3.03, 11.53, -2.23], [-0.98, -3.52, -2.34], [0.37, 1.00, -0.40], [-4.87, 0.44, 5.80], [4.25, 11.23, -0.03], [1.41, 8.46, 1.81], [-5.69, -10.56, 4.67], [-1.92, -6.41, -0.31], [1.78, 0.46, 1.58], [-2.29, -1.42, -1.46], [-1.48, -3.49, 0.03], [-4.24, -2.53, -1.83], [3.59, 9.93, -2.73], [-6.19, -3.85, 8.64], [4.63, 5.23, -2.60], [5.11, 6.63, -4.63], [0.22, 9.22, 0.70], [1.49, 2.33, -0.10], [2.31, -6.30, -0.11], [4.76, -0.24, -3.43], [6.34, 0.47, -3.83], [-6.27, -3.47, 5.59], [7.10, 10.53, -3.16], [0.44, 7.44, 0.70], [1.07, 3.10, -5.30], [-1.08, -1.25, 4.11], [-5.25, -7.39, -0.49], [-4.14, -9.67, 4.80], [-4.38, 0.28, 7.51], [-5.32, -6.70, 1.14], [6.34, 5.73, -2.64], [-6.71, -8.78, 1.07], [-5.34, -9.68, 0.41], [0.38, -7.65, -0.60], [1.34, 1.99, 2.34], [-2.13, -2.16, 2.98], [8.32, 10.32, -4.46], [-0.21, 2.47, 0.39], [5.14, 2.41, -4.93], [-7.52, -2.91, 6.69], [6.59, 10.50, -4.88], [-5.54, -9.18, 5.80], [0.25, -5.10, -1.97], [4.66, 9.58, -0.50], [-0.51, -5.61, 0.42], [0.14, -7.98, -2.31]]
}


Entry 2:
{
  "formula": "C24H60BN6O11S",
  "method": "ωB97M-V/def2-TZVPD",
  "lumo_ev": -2.62,
  "e_homo_ev": -10.867,
  "total_charge": 1,
  "spin_multiplicity": 1,
  "relative_energy_kcal_mol": 0.0,
  "elements": ["S", "O", "O", "O", "O", "O", "O", "O", "O", "O", "O", "O", "N", "N", "N", "N", "N", "N", "C", "C", "C", "C", "C", "C", "C", "C", "C", "C", "C", "C", "C", "C", "C", "C", "C", "C", "C", "C", "C", "C", "C", "C", "B", "H", "H", "H", "H", "H", "H", "H", "H", "H", "H", "H", "H", "H", "H", "H", "H", "H", "H", "H", "H", "H", "H", "H", "H", "H", "H", "H", "H", "H", "H", "H", "H", "H", "H", "H", "H", "H", "H", "H", "H", "H", "H", "H", "H", "H", "H", "H", "H", "H", "H", "H", "H", "H", "H", "H", "H", "H", "H", "H", "H"],
  "positions_angstrom": [[-3.31, -2.16, -2.76], [3.40, -4.64, -3.39], [6.26, -0.92, -2.42], [-1.41, 4.95, 2.00], [-4.24, 2.25, 7.32], [0.76, -6.15, -5.36], [1.98, 0.96, 0.74], [-4.82, 4.93, 6.70], [2.55, 2.29, -4.15], [5.59, 0.23, -2.91], [-2.88, 1.26, 3.14], [-1.67, 0.00, -2.44], [1.49, -1.09, -0.51], [3.22, -0.53, -1.97], [-1.98, 0.56, -0.39], [1.51, -1.70, -2.84], [-2.75, -0.51, -0.65], [2.45, -1.43, -3.79], [-7.09, 5.54, 7.29], [-6.02, 5.52, 6.22], [-1.66, 0.96, 3.82], [1.73, -8.32, -4.83], [2.03, -1.13, -1.73], [-0.22, -3.27, -1.95], [-3.80, 5.29, 2.21], [2.94, 4.69, -4.17], [-2.48, 5.85, 1.71], [2.77, 3.43, -4.99], [3.44, -0.74, -3.26], [-2.72, -3.68, -1.95], [4.69, -0.16, -3.90], [3.28, -1.11, 1.50], [0.26, -2.42, -3.11], [4.56, -5.05, -2.67], [-1.36, 0.87, -1.49], [-1.37, -4.21, -2.48], [-0.58, 1.95, 3.43], [-3.01, 1.97, 8.01], [4.77, -4.17, -1.45], [-1.93, 2.96, 7.62], [1.48, -7.27, -5.90], [-2.57, -0.87, -1.88], [2.27, -0.35, 0.59], [-4.03, 4.34, 1.74], [0.61, -1.50, -0.28], [-0.70, -2.66, -1.19], [-6.36, 4.97, 5.34], [-0.48, -1.72, -3.47], [0.56, -3.89, -1.53], [-7.32, 4.52, 7.61], [-5.77, 6.54, 5.91], [2.95, -2.14, 1.63], [2.42, -6.91, -6.32], [1.75, 2.46, -3.64], [-2.65, -3.48, -0.89], [-1.24, -5.23, -2.13], [0.79, -8.67, -4.41], [-2.52, 6.02, 0.63], [4.41, -6.08, -2.37], [1.13, 1.16, 0.33], [-3.51, -4.42, -2.09], [2.35, -1.70, -4.75], [4.40, 0.77, -4.40], [4.27, -1.13, 1.04], [-5.01, 4.02, 6.97], [0.36, 1.74, 3.95], [-1.87, 1.01, 4.89], [-2.70, 1.20, 2.20], [3.78, 4.59, -3.48], [-1.36, -0.07, 3.58], [3.90, -4.22, -0.79], [0.47, -3.09, -3.94], [2.32, -7.90, -4.01], [-3.22, 2.03, 9.07], [5.65, -4.48, -0.88], [-2.71, 0.95, 7.77], [-4.06, 2.19, 6.37], [0.87, -7.68, -6.70], [3.66, 3.23, -5.58], [2.05, 4.89, -3.56], [1.30, -5.78, -4.66], [4.89, -3.13, -1.75], [-1.60, 4.12, 1.56], [-0.89, 2.97, 3.66], [-0.40, 1.90, 2.35], [2.27, -9.17, -5.25], [-1.00, 2.75, 8.15], [-2.25, 6.79, 2.20], [1.92, 3.53, -5.68], [-2.25, 3.98, 7.85], [-4.62, 5.98, 2.00], [-3.76, 5.12, 3.29], [-1.41, -4.11, -3.56], [-0.68, 1.69, -1.62], [3.12, 5.56, -4.81], [3.30, -0.64, 2.48], [5.69, -1.27, -1.72], [5.43, -5.00, -3.33], [-8.01, 6.00, 6.92], [3.53, -3.73, -3.67], [5.14, -0.80, -4.66], [-6.75, 6.09, 8.16], [-1.74, 2.92, 6.54]]
}


Entry 3:
{
  "formula": "C24H60BrN4O11P4S",
  "method": "ωB97M-V/def2-TZVPD",
  "lumo_ev": 2.32,
  "e_homo_ev": -5.546,
  "total_charge": -1,
  "spin_multiplicity": 1,
  "relative_energy_kcal_mol": 21.5,
  "elements": ["Br", "S", "P", "P", "P", "P", "O", "O", "O", "O", "O", "O", "O", "O", "O", "O", "O", "N", "N", "N", "N", "C", "C", "C", "C", "C", "C", "C", "C", "C", "C", "C", "C", "C", "C", "C", "C", "C", "C", "C", "C", "C", "C", "C", "C", "H", "H", "H", "H", "H", "H", "H", "H", "H", "H", "H", "H", "H", "H", "H", "H", "H", "H", "H", "H", "H", "H", "H", "H", "H", "H", "H", "H", "H", "H", "H", "H", "H", "H", "H", "H", "H", "H", "H", "H", "H", "H", "H", "H", "H", "H", "H", "H", "H", "H", "H", "H", "H", "H", "H", "H", "H", "H", "H", "H"],
  "positions_angstrom": [[0.07, 5.78, -1.59], [-1.75, -0.77, 0.32], [1.84, 1.74, -0.59], [2.02, 1.63, 3.32], [1.04, 4.29, 2.21], [-0.29, -0.12, 1.48], [2.58, -2.34, 0.26], [2.30, 2.46, 0.95], [1.22, 1.54, 4.53], [2.59, 0.20, 2.87], [-0.64, 0.37, -6.99], [2.19, -4.58, 4.23], [0.75, 4.65, 3.61], [3.29, 2.59, 3.66], [-0.20, 3.28, -2.66], [-8.60, 1.80, -1.52], [0.15, 1.84, -0.14], [1.18, 0.64, -4.76], [-1.76, 1.71, 3.84], [3.65, -6.28, 6.03], [-6.51, 1.42, 0.44], [4.29, -5.77, 4.82], [0.00, -1.46, -4.43], [-2.26, 1.78, 2.70], [2.49, -3.19, 4.37], [-3.69, 1.23, 2.48], [-1.48, 2.37, 1.53], [-6.23, 1.23, -0.98], [3.26, -5.37, 3.75], [1.88, 3.41, -1.54], [-7.51, 0.93, -1.78], [3.65, 1.45, -1.15], [-1.13, 0.48, -5.66], [0.53, 3.90, -2.04], [-8.54, 3.04, -2.19], [-0.08, 1.75, 1.24], [-0.71, -0.94, -7.53], [3.36, -1.02, -1.65], [3.24, -2.40, -1.01], [1.93, -3.56, 0.57], [-0.15, 0.05, -4.56], [-5.45, 2.44, -1.49], [5.24, -4.64, 5.20], [1.20, 2.45, 1.88], [4.11, 0.01, -0.78], [0.20, -1.50, -7.30], [2.52, 3.38, -2.43], [2.03, -3.79, 1.64], [0.62, -1.89, -5.21], [-3.60, 0.15, 2.38], [2.79, -6.29, 3.38], [0.86, -0.83, 1.07], [0.05, 4.74, 1.29], [1.47, 0.44, -5.72], [1.55, -2.64, 4.28], [-2.09, -0.04, -5.56], [-6.93, 0.57, 0.81], [2.24, 4.90, 1.76], [3.76, 1.52, -2.24], [-1.34, 1.55, -5.52], [1.10, 1.65, -4.74], [5.60, -4.11, 4.32], [-7.30, 0.89, -2.86], [3.74, -4.89, 2.89], [-0.54, 0.42, -3.61], [3.10, -7.10, 5.79], [2.63, -3.03, -1.67], [4.36, 2.13, -0.65], [2.90, -2.98, 5.35], [-7.26, 2.11, 0.52], [-0.98, -1.96, -4.46], [3.41, 0.40, 2.38], [-0.49, -0.47, 2.83], [-5.57, 0.36, -1.08], [0.47, -1.71, -3.48], [3.94, -1.15, -2.57], [-1.59, -1.48, -7.18], [4.90, -6.57, 4.39], [4.78, -3.91, 5.87], [-7.85, -0.07, -1.50], [4.06, -0.19, 0.30], [1.37, 1.17, -1.82], [-0.76, -0.84, -8.62], [-8.10, 2.95, -3.18], [2.35, -0.68, -1.89], [-8.00, 3.78, -1.60], [-5.38, 2.43, -2.58], [-2.09, 2.17, 0.65], [3.17, -2.84, 3.59], [-2.44, 1.28, 4.48], [-4.20, 1.70, 1.64], [6.11, -5.04, 5.73], [-4.44, 2.44, -1.09], [2.33, 4.18, -0.90], [-9.57, 3.40, -2.30], [-1.46, 3.45, 1.67], [-5.91, 3.39, -1.20], [2.95, -5.60, 6.32], [2.01, 0.50, 0.11], [4.21, -2.93, -0.90], [3.05, 2.99, 4.51], [-4.25, 1.42, 3.40], [2.38, -4.41, 0.03], [5.17, -0.05, -1.06], [0.87, -3.51, 0.30]]
}


Entry 4:
{
  "formula": "C24H60ClN12O27P",
  "method": "ωB97M-V/def2-TZVPD",
  "lumo_ev": -0.94,
  "e_homo_ev": -9.613,
  "smiles": "CCCCCCCO[P@@](=O)(OCCCCl)OCCC(N)=O.C[N+](=O)[O-].C[N+](=O)[O-].C[N+](=O)[O-].C[N+](=O)[O-].C[N+](=O)[O-].C[N+](=O)[O-].C[N+](=O)[O-].C[N+](=O)[O-].C[N+](=O)[O-].C[N+](=O)[O-].C[N+](=O)[O-]",
  "spin_multiplicity": 1,
  "relative_energy_kcal_mol": 217.7,
  "elements": ["Cl", "P", "O", "O", "O", "O", "O", "O", "O", "O", "O", "O", "O", "O", "O", "O", "O", "O", "O", "O", "O", "O", "O", "O", "O", "O", "O", "O", "O", "N", "N", "N", "N", "N", "N", "N", "N", "N", "N", "N", "N", "C", "C", "C", "C", "C", "C", "C", "C", "C", "C", "C", "C", "C", "C", "C", "C", "C", "C", "C", "C", "C", "C", "C", "C", "H", "H", "H", "H", "H", "H", "H", "H", "H", "H", "H", "H", "H", "H", "H", "H", "H", "H", "H", "H", "H", "H", "H", "H", "H", "H", "H", "H", "H", "H", "H", "H", "H", "H", "H", "H", "H", "H", "H", "H", "H", "H", "H", "H", "H", "H", "H", "H", "H", "H", "H", "H", "H", "H", "H", "H", "H", "H", "H", "H"],
  "positions_angstrom": [[3.65, 3.04, -2.21], [2.82, -2.63, -3.54], [-4.89, 9.45, 9.57], [3.99, -3.40, -4.63], [12.85, -6.09, -5.43], [-10.21, 0.50, 10.66], [-6.89, 8.76, 8.94], [2.00, 6.08, -6.55], [-11.33, 1.75, 9.24], [-9.53, 5.99, 6.32], [-6.94, 2.18, 5.60], [-2.91, -0.51, -0.54], [-5.28, 0.72, 2.15], [-5.44, 5.97, -2.26], [1.20, -2.88, -4.13], [-6.61, 0.26, -4.49], [10.29, -4.81, -2.69], [0.80, 7.15, -5.03], [-8.41, 4.74, 7.74], [-0.61, -5.60, -0.55], [11.31, -4.73, -0.74], [12.87, -8.07, -4.46], [-8.01, 0.27, 5.34], [-7.73, 1.51, -5.91], [3.00, -3.14, -2.02], [-5.24, 2.92, 2.25], [3.24, -0.91, -3.60], [-5.47, 3.77, -2.35], [-4.15, -1.85, -1.77], [-1.78, -3.45, -0.48], [1.45, 6.17, -5.44], [-5.07, 1.79, 2.73], [-8.57, 5.77, 7.06], [-10.37, 1.53, 9.98], [-6.77, 1.28, -5.16], [-7.96, 1.50, 5.44], [11.29, -4.89, -1.96], [-3.99, -0.97, -0.92], [-5.26, 4.85, -1.78], [12.68, -7.32, -5.42], [-6.13, 9.48, 9.60], [12.21, -7.94, -6.69], [-7.52, 6.81, 7.16], [-0.92, -4.49, -1.24], [-5.22, -0.42, -0.28], [5.32, -5.66, -4.48], [7.50, -4.26, 1.13], [-9.26, 2.22, 5.38], [-4.57, 1.72, 4.13], [6.55, -4.37, -0.21], [0.19, -2.74, -3.07], [7.42, -4.70, -1.60], [12.58, -5.20, -2.63], [5.16, 1.96, -1.97], [-6.76, 10.46, 10.53], [5.22, 0.70, -3.03], [3.89, -4.87, -4.55], [1.56, 5.01, -4.53], [6.60, -3.89, -2.80], [4.25, -0.58, -2.58], [-5.72, 2.33, -5.06], [-9.32, 2.57, 10.08], [6.63, -4.69, -4.25], [-4.76, 4.77, -0.38], [-0.48, -4.23, -2.82], [6.59, -3.88, -5.12], [-6.00, 3.16, -5.71], [13.37, -5.23, -1.88], [-5.51, 4.24, 0.21], [7.64, -5.28, -4.39], [2.06, 5.35, -3.62], [3.32, -5.27, -5.52], [4.99, -1.46, -2.32], [5.44, -6.29, -5.48], [-4.43, 2.74, 4.51], [6.90, -2.76, -2.87], [-9.71, 2.01, 4.41], [6.80, -4.47, 2.06], [8.37, -5.04, 1.14], [-3.81, 4.24, -0.40], [-1.46, -4.29, -3.49], [5.25, -6.48, -3.61], [-9.07, 3.30, 5.48], [3.25, -5.22, -3.63], [-7.37, 11.13, 9.92], [-1.28, -2.54, -0.63], [-9.60, 3.41, 9.44], [0.21, -5.12, -3.12], [0.55, 4.65, -4.31], [3.74, -0.23, -1.57], [4.93, 1.14, -4.09], [5.30, 1.63, -0.84], [7.33, -5.85, -1.82], [12.77, -4.41, -3.36], [-4.63, 5.79, 0.00], [-6.58, 6.37, 6.84], [-7.80, 7.65, 6.52], [2.15, 4.23, -5.01], [-4.78, 1.88, -5.39], [-9.27, 2.89, 11.13], [12.09, -7.17, -7.44], [5.46, -3.91, -2.45], [-7.37, 9.90, 11.24], [6.35, 0.35, -3.13], [-9.88, 1.86, 6.20], [-5.67, 2.64, -4.02], [5.62, -5.08, -0.09], [-5.15, -0.61, 0.79], [-2.68, -3.43, -1.00], [-5.24, 0.65, -0.49], [8.55, -4.34, -1.51], [11.26, -8.43, -6.48], [-6.09, -0.91, -0.71], [6.10, 2.65, -2.22], [-7.47, 7.13, 8.21], [0.56, -2.22, -2.09], [-5.97, 11.01, 11.04], [6.10, -3.28, -0.39], [12.97, -8.67, -7.00], [-5.32, 1.19, 4.72], [-0.66, -2.03, -3.51], [-8.38, 2.13, 9.76], [12.47, -6.17, -3.12], [7.87, -3.14, 1.25], [-3.62, 1.19, 4.11]]
}